Computed, not measured: C14H27N3O4 in the gas phase, with ωB97M-V/def2-TZVPD.

The calculation puts the energy above the lowest of the compared OMol25 structures with the same formula, charge and spin at 0.0 kJ/mol. As for the structure (SMILES): CC[C@@H](C)[C@H](NC(=O)OC(C)(C)C)C(=O)N[C@@H](C)C(N)=O. As for the total charge: 0. Its HOMO energy is -9.2 eV. As for the LUMO energy: 0.6 eV. The orbital gap comes out at 0.35861 hartree.

Atoms and positions in Å:
C -3.94127 -0.27073 2.81002
H -3.24184 -0.13076 3.62919
C -3.23377 -0.78869 1.56288
H -2.71043 -1.71641 1.80277
H -3.98770 -1.01657 0.80505
C -2.23169 0.21899 0.97874
C -1.10457 0.50323 1.97327
H -0.25779 0.98295 1.49126
H -1.45547 1.14474 2.77749
H -0.74816 -0.42805 2.40779
H -2.78520 1.14148 0.76817
C -1.69831 -0.31912 -0.36488
N -0.76715 -1.41842 -0.18011
C 0.57431 -1.25231 -0.18825
O 1.12584 -0.17173 -0.14239
O 1.17599 -2.44533 -0.20276
C 2.62273 -2.54531 -0.22175
C 2.88672 -4.05092 -0.25877
H 2.43564 -4.48573 -1.14654
H 2.45500 -4.52769 0.61730
H 3.95581 -4.23933 -0.27509
C 3.18044 -1.87414 -1.47587
H 2.70989 -2.29292 -2.36254
H 2.98602 -0.80569 -1.45360
H 4.25288 -2.03776 -1.53264
C 3.21350 -1.93016 1.04665
H 3.01077 -0.86343 1.07875
H 4.28842 -2.08583 1.06077
H 2.77762 -2.39788 1.92705
H -1.09956 -2.36185 -0.29415
H -2.55028 -0.71810 -0.93091
C -1.04232 0.68273 -1.34262
O -0.69903 0.29301 -2.43967
N -0.94402 1.96405 -0.95084
H -1.18814 2.23594 -0.01352
C -0.38737 2.99628 -1.79957
C -1.38078 4.13851 -1.98490
H -2.26855 3.79304 -2.50780
H -0.90707 4.93020 -2.55732
H -1.66976 4.54541 -1.01785
H -0.17739 2.51843 -2.76473
C 0.95138 3.53151 -1.25741
O 1.30351 4.67831 -1.43099
N 1.67835 2.62750 -0.58077
H 2.59527 2.90067 -0.26732
H 1.42676 1.64975 -0.52731
H -4.69931 -0.98129 3.13078
H -4.42992 0.67942 2.60496

Forces on atoms 1 to 6 (eV/Å):
0.091 -0.184 -0.158
0.032 0.047 0.131
-0.050 0.368 -0.004
0.045 -0.085 -0.063
0.011 -0.074 -0.052
0.056 -0.314 -0.115

***

Computed, not measured: a molecular structure, C14H27N7O7V at a distorted geometry, with ωB97M-V/def2-TZVPD.

The calculation puts the energy above the lowest of the compared OMol25 structures with the same formula, charge and spin at 122.5 kJ/mol. Its spin multiplicity is 4. As for the total charge: 0. Its HOMO energy (alpha / beta) is -6.7 / -6.1 eV. As for the LUMO energy (alpha / beta): -1.0 / -1.1 eV. The orbital gap (alpha / beta) comes out at 0.20875 / 0.18448 hartree.

Atoms and positions in Å:
O -0.67029 -0.01391 -4.22722
H -1.44145 0.62167 -3.95203
V -0.99785 0.37609 -1.02725
N -0.02623 1.44110 0.38069
N 0.90393 0.98369 -1.78519
N -1.55370 -0.89815 0.46229
N -0.74029 -1.52790 -1.66653
O 0.04482 1.27796 1.67801
O -1.43132 -0.73167 1.86820
O 0.20546 -2.05994 -2.50111
O 1.67985 0.38139 -2.58469
C 1.20185 2.22994 -1.32250
C 0.69887 2.52080 -0.02959
C -2.14447 -2.05858 0.13037
C -1.63924 -2.41474 -1.16366
C 1.12432 3.73244 0.73487
H 1.57989 3.43702 1.66837
H 0.32466 4.42964 0.98912
H 1.87536 4.32943 0.20218
C 2.19392 3.02758 -2.04877
H 2.22073 2.77068 -3.10403
H 3.21302 2.94537 -1.65317
H 1.95558 4.08993 -1.99045
C -2.94689 -2.93404 1.02287
C -1.91037 -3.70222 -1.83189
H -3.89515 -2.49461 1.34069
H -2.36485 -3.16649 1.90789
H -3.15846 -3.86221 0.49730
H -1.20880 -3.85226 -2.64356
H -2.91932 -3.70625 -2.25493
H -1.85541 -4.57228 -1.17332
H -0.70734 0.05596 1.82050
H 0.81581 -1.26777 -2.73474
C -2.52248 1.43986 -0.56118
H -2.16251 2.48870 -0.49417
H -3.20970 0.64136 -0.16884
H -2.35688 1.13222 -1.72148
O -5.43455 2.70348 -1.05591
H -5.98403 2.43890 -1.79521
H -5.24192 3.62862 -1.17540
C 4.09447 0.86732 2.54416
N 3.00083 -0.02141 2.21550
C 2.45744 -0.80402 3.17872
C 1.55882 -1.74376 2.83985
C 1.26826 -1.89473 1.45719
N 1.47735 -0.90666 0.59913
C 2.58509 -0.11756 0.86694
O 3.18242 0.51659 0.03670
N 0.68059 -3.01594 0.99856
H 3.80225 1.54543 3.34394
H 4.35082 1.41345 1.64800
H 4.95337 0.29047 2.88530
H 2.83074 -0.61754 4.19758
H 1.06720 -2.41619 3.56607
H 0.58302 -3.13423 0.00125
H 0.59279 -3.82204 1.58457

Forces on atoms 1 to 6 (eV/Å):
-2.343 1.927 2.028
1.875 -1.533 -1.153
3.695 -1.544 0.790
2.010 2.111 3.189
0.831 -1.408 -0.577
-1.556 -2.996 2.804

***

Computed, not measured: 8 unconnected molecules or ions with the total composition C14H28BN2O28S5 at a distorted geometry, with ωB97M-V/def2-TZVPD.

The calculation puts the energy above the lowest of the compared OMol25 structures with the same formula, charge and spin at 0.0 kJ/mol. As for the total charge: +1. Its HOMO energy is -12.9 eV. As for the LUMO energy: -3.3 eV. The orbital gap comes out at 0.35247 hartree.

Atoms and positions in Å:
N -9.86792 2.05452 5.93462
H -9.11083 2.58448 5.52712
H -9.60395 1.65406 6.82347
H -10.33571 1.41866 5.30457
H -10.67348 2.61697 6.16876
N -7.62409 11.05653 -0.60442
H -6.69408 11.29427 -0.29034
H -7.96272 10.28756 -0.04395
H -7.53621 10.70959 -1.54889
H -8.27018 11.82869 -0.52418
O -8.20032 3.34908 4.01983
C -7.69039 4.19462 3.25267
O -8.36420 5.18607 2.62957
B -7.45423 5.99003 1.82491
O -6.10158 5.34117 2.12820
C -6.18438 4.28826 2.86916
O -5.28594 3.47924 3.15644
O -7.47031 7.34693 2.42912
C -7.70243 8.21715 1.53618
O -7.68457 9.43259 1.64059
C -7.86597 7.53430 0.14262
O -7.75033 6.25469 0.40661
O -8.08592 8.00812 -0.97215
C -2.79149 6.75867 3.17245
C -2.38869 8.23685 3.24026
O -1.19844 8.21667 3.91807
S -0.18128 7.07690 3.27946
O 0.69945 6.49279 4.28147
O 0.49704 7.48875 2.06729
O -1.52341 6.13093 3.08889
H -3.49094 6.59436 2.35277
H -3.33952 6.42909 4.05514
H -3.09239 8.85729 3.79520
H -2.35510 8.60029 2.21319
C -6.69845 10.28152 5.29693
C -6.16569 8.80223 5.58322
O -6.80938 8.36490 6.75749
S -8.27248 9.20695 7.04500
O -8.29610 9.65580 8.41166
O -9.44647 8.42402 6.61870
O -7.98919 10.31940 5.84520
H -6.73787 10.46119 4.22257
H -6.03559 11.04520 5.70375
H -5.09641 8.86379 5.78558
H -6.39166 8.18562 4.71326
C -5.82524 3.93189 -1.19390
C -6.64867 4.26065 -2.41370
O -5.71594 4.53107 -3.44965
S -4.21128 3.76100 -3.24581
O -3.12724 4.73651 -3.05290
O -4.11179 2.62837 -4.18286
O -4.75842 3.13741 -1.72310
H -6.36130 3.44063 -0.38186
H -5.44999 4.86934 -0.78343
H -7.30117 5.13335 -2.38680
H -7.38543 3.48452 -2.62085
C -5.31801 0.58490 5.14064
C -5.24411 0.13393 3.63268
O -6.19765 -0.91475 3.44623
S -7.50443 -0.69331 4.56816
O -8.17456 -1.98389 4.80792
O -8.39284 0.44681 4.13626
O -6.25615 -0.31423 5.68130
H -5.65073 1.62278 5.12622
H -4.34591 0.55280 5.63268
H -4.21863 -0.16880 3.42088
H -5.59896 0.85728 2.89855
C -11.65647 5.07382 -2.27948
C -10.24175 5.59588 -2.06960
O -9.70209 4.82419 -1.02221
S -10.88653 4.53550 0.12400
O -11.17793 5.77864 0.87582
O -10.59105 3.26413 0.86167
O -11.98920 4.31883 -1.08352
H -11.76112 4.35568 -3.09275
H -12.33922 5.88529 -2.53139
H -10.17802 6.67023 -1.89691
H -9.65797 5.31999 -2.94777

Forces on atoms 1 to 6 (eV/Å):
-1.687 0.166 0.965
0.524 0.403 -1.015
0.364 -0.744 0.039
0.963 -1.004 -0.610
-0.001 1.256 0.203
0.233 0.084 -0.592

***

Computed, not measured: 3 unconnected molecules or ions with the total composition C14H28BrNO9PS2 at a distorted geometry, with ωB97M-V/def2-TZVPD.

As for the total charge: -1. Its HOMO energy is -4.2 eV. As for the LUMO energy: 1.4 eV. The orbital gap comes out at 0.20775 hartree.

Atoms and positions in Å:
C -0.26940 2.40813 0.47864
O -0.14089 3.12448 -0.75555
C 0.26394 4.47925 -0.54415
N -0.95223 5.31545 -0.51991
C -1.03234 6.23335 0.66110
C 0.13079 7.28771 0.77777
C 0.51636 7.71022 2.23742
O 1.69730 7.00467 2.64280
C -1.21760 5.33328 1.93425
O -0.27001 4.80326 2.53908
O -2.41318 5.19180 2.35560
P -1.27388 6.06668 -2.03249
O -2.54640 7.16489 -1.80469
Br 0.49088 7.41732 -2.69463
H 0.57464 2.59726 1.17952
H -0.24946 1.31544 0.24898
H -1.22161 2.60283 1.02370
H 0.87871 4.72845 -1.45098
H 0.91622 4.60330 0.34388
H -1.97914 6.81249 0.56963
H -0.23955 8.21828 0.27237
H 1.03202 6.99207 0.18488
H 0.79399 8.79795 2.23844
H -0.31473 7.61003 2.97319
H 1.85825 6.27353 2.03181
H -3.21624 6.62285 -1.33952
C 2.26712 -2.47198 -1.49841
C 1.72165 -3.47356 -0.47392
C 1.20469 -2.66751 0.72257
S 0.71340 -1.06835 0.07675
O 1.58362 -0.06586 0.63393
O -0.72301 -0.95620 0.12842
C 1.21168 -1.37623 -1.61074
H 2.45820 -2.94358 -2.46322
H 3.20862 -2.04851 -1.13637
H 0.90267 -4.03702 -0.91781
H 2.48006 -4.18856 -0.16668
H 0.34511 -3.14580 1.18978
H 1.98677 -2.50448 1.46372
H 1.58895 -0.45807 -2.05762
H 0.33559 -1.72817 -2.15692
C -1.99749 -7.88586 0.21643
C -0.99587 -8.86660 -0.40228
C -0.12768 -8.07650 -1.38692
S -0.09242 -6.38869 -0.78064
O -0.76242 -5.54121 -1.73510
O 1.22779 -6.09344 -0.28160
C -1.18563 -6.65598 0.60700
H -2.50797 -8.31783 1.07736
H -2.75443 -7.61447 -0.52425
H -0.36706 -9.28922 0.38581
H -1.49812 -9.69672 -0.90005
H 0.88849 -8.46403 -1.42970
H -0.56354 -8.06551 -2.38557
H -1.79740 -5.77048 0.77120
H -0.56778 -6.85455 1.48370

Forces on atoms 1 to 6 (eV/Å):
-0.252 -1.241 0.555
0.838 0.483 0.987
-0.162 -0.946 -1.750
0.677 2.913 0.087
-0.210 0.043 0.967
-0.733 0.692 -0.076